{"formula": "C10H6Cl6O2", "method": "ωB97M-V/def2-TZVPD", "homo_lumo_gap_ev": 9.51, "de_lowest_kj_mol": 31.7, "e_homo_ev": -9.289, "smiles": "O[C@@H]1[C@@H]2O[C@@H]2[C@H]2[C@@H]1[C@@]1(Cl)C(Cl)=C(Cl)[C@]2(Cl)C1(Cl)Cl", "e_tot_ha": -3296.19552, "species": ["Cl", "Cl", "Cl", "Cl", "Cl", "Cl", "O", "O", "C", "C", "C", "C", "C", "C", "C", "C", "C", "C", "H", "H", "H", "H", "H", "H"], "coordinates": [[2.222, 2.050, -1.529], [-1.664, 2.164, -2.577], [0.814, -0.245, -3.263], [-0.068, 3.307, 0.744], [-2.348, -0.761, -2.305], [-2.911, 1.140, 0.758], [-0.054, 0.541, 2.553], [2.116, -0.395, 0.894], [0.132, 0.185, -1.656], [-1.363, 0.580, -1.653], [-1.338, 0.740, -0.135], [-0.114, 1.817, -0.070], [1.227, -1.230, 1.525], [1.537, -1.364, 0.026], [-0.853, -0.602, 0.397], [0.184, -0.999, -0.685], [0.780, 1.328, -0.980], [-0.232, -0.667, 1.800], [-0.867, -1.249, 2.529], [1.964, -2.202, -0.424], [1.799, -1.665, 2.367], [-0.213, -1.856, -1.289], [0.877, 0.756, 2.639], [-1.627, -1.372, 0.335]], "nbo_charge": [0.09, 0.01, 0.01, 0.10, 0.03, -0.01, -0.71, -0.47, -0.11, 0.02, -0.04, -0.05, 0.05, 0.06, -0.29, -0.27, -0.09, 0.07, 0.21, 0.21, 0.20, 0.25, 0.48, 0.26]}